Density functional theory data (wB97M-V/def2-TZVPD) for a single C24H32N2O2 molecule.

Each line ends with the Mulliken charge.
Geometry (Å):
C 3.7058 2.1083 -4.7258  -1.734
H 3.3829 3.1277 -4.9266  0.362
H 4.7296 2.1392 -4.3606  0.416
H 3.6915 1.5532 -5.6613  0.418
C 2.7929 1.4539 -3.6917  1.118
C 2.8340 2.2175 -2.3723  -1.168
H 2.5377 3.2526 -2.5263  0.291
H 2.1494 1.7668 -1.6610  0.032
H 3.8369 2.2049 -1.9520  0.454
C 1.3586 1.4014 -4.2313  -1.449
N 0.4183 0.7996 -3.2982  0.803
C 0.5429 -0.6450 -3.2448  -1.388
C -0.3375 -1.2146 -2.1374  0.465
C -1.8002 -0.8602 -2.4069  -0.273
C -1.9033 0.6607 -2.5252  -0.119
C -0.9526 1.1658 -3.6062  -1.265
H -1.0138 2.2559 -3.6559  0.486
H -1.2674 0.7604 -4.5866  0.332
H -2.9262 0.9498 -2.7715  0.365
H -1.6343 1.1118 -1.5680  0.054
H -2.1196 -1.3242 -3.3482  0.375
O -2.7065 -1.4114 -1.4572  -0.550
C -2.5809 -0.9756 -0.1534  -0.099
C -1.6934 -1.6033 0.7119  0.354
C -1.5757 -1.1695 2.0269  0.164
C -2.3855 -0.1325 2.4806  -0.958
C -3.2914 0.4697 1.6293  -0.718
C -3.3845 0.0607 0.3112  -0.201
H -4.0835 0.5273 -0.3660  0.490
H -3.9228 1.2684 1.9890  0.432
H -2.2836 0.1838 3.5072  0.489
C -0.5577 -1.6899 2.9857  0.107
O -0.6743 -1.5616 4.1884  -0.661
N 0.5311 -2.2849 2.4206  -0.179
H 0.6123 -2.2463 1.4162  0.250
C 1.7862 -2.3117 3.1360  -0.863
H 2.2624 -3.2891 3.0186  0.362
H 1.5398 -2.1573 4.1885  0.471
C 2.7182 -1.1907 2.6269  -1.167
C 1.9070 0.0559 2.3999  0.319
C 1.4515 0.8088 3.4744  -0.382
C 0.5975 1.8772 3.2708  -0.648
C 0.1834 2.2054 1.9909  -0.854
C 0.6442 1.4726 0.9119  0.031
C 1.5010 0.4060 1.1180  0.032
H 1.8616 -0.1618 0.2697  0.436
H 0.3320 1.7266 -0.0910  0.229
H -0.4955 3.0305 1.8346  0.447
H 0.2447 2.4491 4.1161  0.405
H 1.7557 0.5460 4.4766  0.410
H 3.5034 -1.0191 3.3640  0.396
H 3.1863 -1.5020 1.6902  0.354
H -1.1306 -2.4488 0.3451  0.818
H -0.0364 -0.7754 -1.1847  -0.503
H -0.2156 -2.2984 -2.0883  0.427
H 1.5844 -0.8984 -3.0401  0.476
H 0.2638 -1.1070 -4.2115  0.313
H 1.0316 2.4288 -4.4115  0.457
H 1.3500 0.8730 -5.2019  0.367
H 3.1519 0.4345 -3.5184  0.169

**SMILES**: CC(C)CN1CCC(Oc2cccc(C(=O)NCCc3ccccc3)c2)CC1
**LUMO**: 0.66 eV
**Max |F|**: 0.010 Eh/bohr
**HOMO level**: -8.89 eV
**Electronic energy**: -1193.74622 Eh

---

Density functional theory data (wB97M-V/def2-TZVPD) for a single C24H32N2O3 molecule.

Each line ends with the Mulliken charge.
Geometry (Å):
C 0.9936 3.4868 -0.5295  -1.326
C 0.8845 2.0176 -0.7886  1.150
C 1.2491 1.0326 0.0575  -0.779
C 1.8132 1.2254 1.3977  -0.144
O 2.3918 0.3569 2.0109  -0.647
O 1.6115 2.4583 1.9039  -0.300
C 2.0547 2.6802 3.2494  0.501
C 1.0175 2.1357 4.2271  -1.385
H 0.8901 1.0676 4.0684  0.370
H 1.3458 2.3041 5.2488  0.430
H 0.0618 2.6314 4.0706  0.298
C 2.2658 4.1791 3.4110  -1.438
H 3.0009 4.5379 2.6951  0.339
H 1.3294 4.7049 3.2424  0.312
H 2.6183 4.3944 4.4155  0.452
H 3.0007 2.1403 3.3882  0.320
C 1.0280 -0.4290 -0.2832  -0.002
C 0.7446 -0.6239 -1.7533  -0.902
C 0.3990 0.4171 -2.5383  0.588
N 0.3810 1.6942 -2.0342  -0.005
H 0.1639 2.4506 -2.6660  0.350
C 0.0313 0.2744 -3.9825  -1.631
H -1.0587 0.1887 -4.0578  0.277
C 0.6756 -0.9684 -4.6115  1.942
C 0.3649 -2.1649 -3.7101  -1.359
C 0.8390 -1.9783 -2.2782  1.142
O 1.2487 -2.9162 -1.6223  -0.658
H -0.7177 -2.3197 -3.6664  0.380
H 0.8139 -3.0778 -4.1048  0.397
C 2.1891 -0.7762 -4.7256  -1.828
H 2.6495 -1.6662 -5.1471  0.447
H 2.6304 -0.5962 -3.7485  0.368
H 2.4206 0.0673 -5.3735  0.427
C 0.0889 -1.1994 -6.0056  -2.131
H 0.5368 -2.0781 -6.4626  0.429
H -0.9869 -1.3533 -5.9533  0.430
H 0.2830 -0.3438 -6.6494  0.434
H 0.3302 1.1697 -4.5358  0.615
C -0.1364 -0.9391 0.5397  -0.325
C -1.3974 -0.3717 0.4048  -0.224
C -2.4606 -0.8073 1.1666  -0.919
C -2.3019 -1.8279 2.1109  0.908
C -1.0334 -2.4015 2.2317  -0.327
C 0.0240 -1.9633 1.4584  -0.266
H 0.9951 -2.4179 1.5788  0.492
H -0.8557 -3.1889 2.9465  0.442
N -3.3998 -2.2867 2.8317  0.004
C -3.2722 -3.4953 3.6082  -1.228
H -2.6978 -3.3545 4.5351  0.384
H -4.2736 -3.8345 3.8773  0.322
H -2.7984 -4.2696 3.0080  0.392
C -4.3067 -1.3356 3.4316  -1.040
H -4.2725 -0.3853 2.9086  0.359
H -4.0526 -1.1544 4.4856  0.295
H -5.3275 -1.7238 3.3879  0.305
H -3.4323 -0.3615 1.0120  0.417
H -1.5538 0.4212 -0.3142  0.304
H 1.9150 -1.0076 -0.0038  0.886
H 0.9002 4.0521 -1.4558  0.501
H 1.9449 3.7250 -0.0635  0.280
H 0.2098 3.8044 0.1559  0.175

**SMILES**: CC1=C(C(=O)OC(C)C)[C@@H](c2ccc(N(C)C)cc2)C2=C(CC(C)(C)CC2=O)N1
**LUMO**: 0.49 eV
**Max |F|**: 0.014 Eh/bohr
**HOMO level**: -7.29 eV
**Electronic energy**: -1268.99799 Eh

---

The calculation returns the following gap between HOMO and LUMO values, one per record and in order: 9.5 7.8 eV.
The calculation returns the following ΔE to the lowest compared entry with this formula, charge and spin values, one per record and in order: 32.5 11.9 kcal/mol.